{"formula": "C9H14", "method": "ωB97M-V with the def2-TZVPD basis set", "gap_ev": 10.07, "fmax_ev_per_a": 1.64, "smiles": "Cc1ccccc1.CC", "e_homo_ev": -9.03, "species": ["C", "C", "C", "C", "C", "C", "C", "H", "H", "H", "H", "H", "H", "H", "H", "C", "C", "H", "H", "H", "H", "H", "H"], "xyz": [[-0.44722, -2.45390, -0.82648], [-0.22195, -0.97080, -0.94672], [1.07106, -0.44566, -0.85782], [1.31784, 0.90852, -0.87244], [0.21085, 1.75301, -0.97483], [-1.09341, 1.30341, -1.05084], [-1.28168, -0.08226, -1.05852], [-1.43368, -2.66352, -0.41033], [0.24333, -2.90745, -0.14152], [-0.35205, -2.92673, -1.80450], [1.86852, -1.17662, -0.75816], [2.28572, 1.38432, -0.86315], [0.37182, 2.81143, -0.77536], [-1.96317, 1.91553, -1.23806], [-2.27971, -0.48953, -1.15605], [-0.16279, 0.87174, 2.46418], [0.58631, -0.46382, 2.68892], [0.45336, 1.53319, 1.87058], [-1.09356, 0.64465, 1.95023], [-0.47762, 1.33862, 3.39350], [1.29975, -0.34935, 3.49618], [1.09535, -0.68465, 1.75535], [-0.11487, -1.26073, 2.92071]], "forces_ev_per_a": [[-0.496, 0.316, -0.293], [0.145, 0.458, 0.534], [0.325, -0.863, -0.122], [-1.145, 0.364, -0.409], [0.058, 1.252, 0.906], [0.317, -1.454, -0.678], [-0.191, 0.024, -0.150], [-0.095, 0.029, -0.259], [0.597, -0.193, 0.217], [-0.053, -0.188, 0.060], [0.180, 0.205, -0.027], [0.264, -0.362, 0.245], [0.054, 0.009, -0.599], [0.171, 0.418, 0.371], [-0.131, 0.022, 0.053], [-0.266, -1.017, 0.301], [-0.426, 0.974, -0.173], [-0.094, 0.330, -0.023], [0.022, 0.237, -0.425], [0.267, 0.165, 0.178], [0.258, -0.222, 0.083], [0.178, -0.353, 0.113], [0.060, -0.149, 0.096]]}